# 1
{"formula": "C16H24BrClO9P", "method": "ωB97M-V/def2-TZVPD", "energy_ev": -127258.8202, "homo_lumo_gap_ev": 7.1, "e_homo_ev": -5.2, "total_charge": -1, "multiplicity": 1, "species": ["O", "C", "Br", "C", "P", "C", "C", "C", "C", "C", "C", "O", "C", "C", "Cl", "O", "H", "H", "H", "H", "H", "H", "H", "H", "H", "H", "H", "H", "C", "O", "C", "O", "O", "C", "H", "H", "H", "H", "H", "H", "C", "O", "C", "O", "O", "C", "H", "H", "H", "H", "H", "H"], "coordinates": [[-0.646, -6.022, 0.801], [-1.680, -6.055, 0.117], [-2.902, -7.653, 0.347], [-2.145, -4.983, -0.971], [-2.232, -3.177, -0.364], [-4.144, -3.146, -0.021], [-5.079, -1.979, -0.467], [-6.614, -1.929, -0.154], [-7.295, -3.089, 0.607], [-6.403, -4.266, 1.067], [-4.864, -4.307, 0.772], [-2.256, -1.430, -0.215], [-1.588, -1.073, 1.017], [-2.042, -2.229, 2.072], [-0.688, -2.248, 3.361], [-2.142, -3.485, 1.349], [-3.116, -5.346, -1.470], [-1.350, -5.010, -1.812], [-2.428, -2.880, -1.783], [-0.793, -3.009, -0.428], [-4.651, -1.082, -1.037], [-7.237, -1.026, -0.508], [-8.406, -3.002, 0.822], [-6.915, -5.124, 1.640], [-4.305, -5.204, 1.187], [-0.454, -1.061, 0.822], [-2.058, -0.061, 1.283], [-2.997, -1.855, 2.587], [2.595, -1.325, 2.149], [3.741, -0.558, 1.769], [3.457, 0.682, 1.341], [2.357, 1.171, 1.259], [4.616, 1.287, 1.020], [4.464, 2.623, 0.545], [2.942, -2.305, 2.476], [2.070, -0.849, 2.980], [1.925, -1.463, 1.298], [4.014, 3.256, 1.313], [3.868, 2.642, -0.369], [5.457, 3.012, 0.317], [4.557, 7.873, -0.088], [4.366, 8.047, -1.491], [4.661, 6.962, -2.226], [5.055, 5.904, -1.801], [4.439, 7.260, -3.517], [4.713, 6.190, -4.420], [4.289, 8.809, 0.403], [3.905, 7.083, 0.294], [5.603, 7.652, 0.134], [4.067, 5.334, -4.209], [5.765, 5.902, -4.369], [4.499, 6.543, -5.429]], "nbo_charge": [-0.52, 0.57, -0.16, -0.83, 1.39, -0.27, -0.24, -0.25, -0.27, -0.25, -0.24, -0.82, -0.12, 0.14, -0.16, -0.81, 0.25, 0.26, -0.15, -0.15, 0.23, 0.20, 0.21, 0.21, 0.23, 0.18, 0.19, 0.20, -0.26, -0.50, 0.98, -0.63, -0.50, -0.25, 0.20, 0.20, 0.20, 0.19, 0.19, 0.19, -0.26, -0.50, 0.98, -0.64, -0.50, -0.26, 0.19, 0.20, 0.19, 0.20, 0.19, 0.19]}

# 2
{"formula": "C16H24F12IInNO8", "method": "ωB97M-V/def2-TZVPD", "energy_ev": -80739.6062, "homo_lumo_gap_ev": 7.1, "e_homo_ev": -5.0, "total_charge": -1, "multiplicity": 1, "species": ["N", "In", "I", "H", "H", "H", "H", "C", "C", "O", "C", "O", "C", "F", "F", "F", "H", "H", "H", "H", "H", "C", "C", "O", "C", "O", "C", "F", "F", "F", "H", "H", "H", "H", "H", "C", "C", "O", "C", "O", "C", "F", "F", "F", "H", "H", "H", "H", "H", "C", "C", "O", "C", "O", "C", "F", "F", "F", "H", "H", "H", "H", "H"], "coordinates": [[-0.807, -1.474, 3.046], [0.157, -3.200, 2.340], [-0.256, -3.361, -0.448], [-1.600, -1.744, 3.619], [-1.198, -0.881, 2.321], [-0.515, -4.635, 3.084], [1.894, -3.062, 2.529], [3.223, -1.123, 0.470], [3.297, 0.071, 1.379], [4.685, 0.375, 1.751], [5.396, 1.044, 0.886], [5.085, 1.472, -0.191], [6.811, 1.318, 1.468], [7.351, 0.238, 2.036], [6.730, 2.284, 2.403], [7.637, 1.746, 0.512], [3.668, -1.993, 0.949], [2.174, -1.359, 0.292], [3.706, -0.944, -0.491], [2.811, -0.120, 2.331], [2.878, 0.968, 0.924], [4.344, 4.539, 0.043], [4.133, 5.945, 0.547], [2.817, 6.435, 0.158], [1.815, 6.065, 0.928], [1.848, 5.433, 1.942], [0.483, 6.633, 0.368], [0.377, 6.448, -0.952], [0.411, 7.952, 0.610], [-0.552, 6.040, 0.958], [4.223, 4.493, -1.039], [5.355, 4.211, 0.283], [3.644, 3.845, 0.505], [4.819, 6.656, 0.093], [4.210, 6.006, 1.631], [-2.409, 3.597, -0.756], [-3.144, 3.617, 0.563], [-4.122, 2.548, 0.636], [-3.643, 1.353, 0.950], [-2.513, 1.054, 1.182], [-4.806, 0.328, 1.027], [-5.627, 0.436, -0.028], [-5.533, 0.561, 2.135], [-4.340, -0.908, 1.078], [-3.109, 3.648, -1.590], [-1.743, 4.459, -0.806], [-1.808, 2.694, -0.848], [-3.737, 4.520, 0.688], [-2.458, 3.514, 1.403], [-3.227, -5.287, -1.908], [-4.453, -6.106, -2.216], [-4.285, -6.866, -3.452], [-3.692, -8.034, -3.352], [-3.296, -8.596, -2.374], [-3.595, -8.686, -4.759], [-3.168, -7.824, -5.688], [-4.812, -9.125, -5.133], [-2.769, -9.727, -4.740], [-2.980, -4.632, -2.743], [-3.414, -4.661, -1.035], [-2.362, -5.907, -1.679], [-5.320, -5.484, -2.423], [-4.690, -6.810, -1.419]], "mulliken_charge": [-0.70, 0.61, -0.53, 0.17, 0.22, -0.34, -0.34, -0.81, -0.03, -0.33, 0.40, -0.52, 0.87, -0.25, -0.26, -0.25, 0.29, 0.05, 0.34, 0.30, 0.16, -0.79, -0.38, -0.32, 0.33, -0.51, 0.97, -0.27, -0.28, -0.23, 0.29, 0.32, 0.21, 0.32, 0.34, -0.92, -0.22, -0.34, 0.33, -0.46, 0.89, -0.26, -0.27, -0.21, 0.32, 0.19, 0.30, 0.31, 0.33, -1.00, -0.32, -0.30, 0.35, -0.51, 0.90, -0.25, -0.26, -0.24, 0.31, 0.37, 0.33, 0.28, 0.33]}

# 3
{"formula": "C16H24F6NO7PS3Ti", "method": "ωB97M-V/def2-TZVPD", "e_above_lowest_ev": 0.000, "energy_ev": -114021.8317, "homo_lumo_gap_ev": [6.8, 7.3], "e_homo_ev": [-4.4, -5.2], "total_charge": -1, "multiplicity": 2, "species": ["Ti", "C", "C", "C", "C", "C", "C", "C", "C", "C", "C", "H", "H", "H", "H", "H", "H", "H", "H", "H", "H", "H", "H", "H", "H", "H", "F", "C", "F", "F", "S", "O", "O", "N", "S", "O", "O", "C", "F", "F", "F", "S", "C", "C", "O", "P", "O", "C", "O", "C", "H", "H", "H", "H", "H", "H", "H", "H", "H"], "coordinates": [[-0.592, -0.752, 0.371], [-0.426, -3.107, 1.185], [0.658, -2.382, 1.711], [0.142, -1.367, 2.559], [-1.268, -1.467, 2.553], [-1.617, -2.557, 1.697], [-2.982, -3.134, 1.485], [-2.225, -0.732, 3.442], [1.010, -0.463, 3.378], [2.109, -2.709, 1.571], [-0.362, -4.270, 0.250], [-3.206, -3.266, 0.425], [-3.755, -2.503, 1.920], [-3.052, -4.116, 1.962], [-2.453, -1.327, 4.333], [-3.170, -0.517, 2.940], [-1.810, 0.215, 3.779], [1.568, -1.043, 4.120], [0.433, 0.296, 3.900], [1.744, 0.047, 2.749], [2.270, -3.508, 0.848], [2.506, -3.044, 2.535], [2.690, -1.845, 1.255], [-0.464, -5.214, 0.796], [0.578, -4.291, -0.299], [-1.159, -4.207, -0.489], [3.634, -1.992, -1.329], [2.739, -1.312, -2.067], [3.310, -1.034, -3.247], [1.697, -2.109, -2.292], [2.238, 0.247, -1.202], [1.534, -0.302, -0.013], [3.510, 0.834, -0.881], [1.400, 1.073, -2.151], [-0.283, 0.914, -2.341], [-0.674, 2.238, -2.829], [-0.750, 0.854, -0.833], [-2.147, -2.100, -3.274], [-1.030, -2.200, -3.927], [-2.397, -3.326, -2.860], [-0.723, -1.846, -1.156], [-4.106, -0.196, 0.022], [-2.610, -0.401, 0.285], [1.343, 3.083, 0.572], [-0.033, 3.206, 0.952], [-0.806, 1.961, 1.630], [-2.314, 2.467, 1.324], [-2.657, 3.089, 0.077], [-0.733, 2.342, 3.219], [-1.089, 3.645, 3.672], [1.895, 3.903, 1.033], [1.411, 3.135, -0.512], [1.768, 2.136, 0.909], [-2.171, 2.589, -0.760], [-2.365, 4.138, 0.091], [-3.740, 3.010, -0.018], [-0.436, 4.398, 3.231], [-0.974, 3.651, 4.755], [-2.124, 3.873, 3.414]], "lowdin_spin": [0.58, 0.00, 0.00, 0.00, 0.00, 0.00, 0.00, 0.00, 0.00, 0.00, 0.00, 0.00, 0.00, 0.00, 0.00, 0.00, 0.00, 0.00, 0.00, 0.00, 0.00, 0.00, 0.00, 0.00, 0.00, 0.00, 0.00, 0.00, 0.00, 0.00, 0.00, 0.01, 0.00, 0.00, 0.00, 0.00, 0.00, 0.00, 0.00, 0.00, 0.06, 0.16, 0.16, 0.00, 0.00, 0.01, 0.00, 0.00, 0.00, 0.00, 0.00, 0.00, 0.00, 0.00, 0.00, 0.00, 0.00, 0.00, 0.00]}

# 4
{"formula": "C16H24FO12", "method": "ωB97M-V/def2-TZVPD", "e_above_lowest_ev": 2.208, "energy_ev": -44266.5288, "homo_lumo_gap_ev": 9.1, "e_homo_ev": -6.8, "total_charge": -1, "multiplicity": 1, "species": ["F", "C", "C", "C", "O", "C", "O", "O", "H", "H", "H", "H", "H", "H", "C", "C", "C", "O", "C", "O", "O", "H", "H", "H", "H", "H", "H", "C", "C", "C", "O", "C", "O", "O", "H", "H", "H", "H", "H", "H", "C", "C", "C", "O", "C", "O", "O", "H", "H", "H", "H", "H", "H"], "coordinates": [[-0.118, -0.034, 0.025], [3.794, 0.247, 1.220], [3.170, -0.817, 2.016], [2.180, -1.772, 1.348], [2.348, -3.015, 1.982], [3.542, -2.999, 2.497], [4.009, -3.998, 3.088], [4.161, -1.862, 2.389], [3.296, 1.274, 0.957], [4.266, -0.082, 0.277], [4.393, 0.760, 1.968], [2.808, -0.652, 2.951], [2.120, -1.777, 0.238], [1.151, -1.387, 1.605], [1.184, 3.061, -1.142], [2.144, 2.294, -2.051], [1.782, 0.879, -2.339], [1.816, 0.728, -3.692], [2.103, 1.813, -4.288], [2.193, 2.080, -5.485], [2.401, 2.730, -3.353], [1.529, 3.942, -0.903], [1.113, 2.645, -0.264], [0.094, 3.126, -1.590], [3.222, 2.333, -1.497], [0.660, 0.672, -1.976], [2.408, 0.067, -1.947], [-2.230, 3.102, 0.964], [-2.657, 2.619, -0.463], [-2.632, 1.076, -0.883], [-3.953, 0.999, -1.310], [-4.600, 2.067, -1.365], [-5.772, 2.146, -1.753], [-3.925, 3.059, -0.862], [-1.980, 4.182, 1.110], [-1.304, 2.453, 1.329], [-2.878, 2.597, 1.715], [-2.027, 2.979, -1.112], [-2.502, 0.585, 0.110], [-1.769, 1.019, -1.522], [-1.955, -1.905, 2.170], [-2.255, -2.559, 0.743], [-1.052, -3.333, 0.131], [-1.570, -4.577, -0.210], [-2.849, -4.642, 0.367], [-3.607, -5.575, 0.189], [-3.241, -3.476, 0.928], [-2.789, -1.209, 2.200], [-0.972, -1.338, 2.269], [-1.979, -2.737, 2.778], [-2.371, -1.787, 0.119], [-0.334, -3.451, 0.905], [-0.552, -2.558, -0.604]], "nbo_charge": [-0.96, -0.66, 0.07, -0.13, -0.47, 0.96, -0.64, -0.49, 0.25, 0.24, 0.23, 0.19, 0.21, 0.24, -0.59, 0.09, -0.13, -0.46, 0.97, -0.62, -0.50, 0.20, 0.23, 0.19, 0.15, 0.25, 0.20, -0.67, 0.08, -0.09, -0.47, 0.97, -0.64, -0.48, 0.23, 0.25, 0.22, 0.15, 0.22, 0.23, -0.62, 0.07, -0.12, -0.49, 0.97, -0.59, -0.47, 0.21, 0.23, 0.20, 0.19, 0.17, 0.24]}